DFT (ωB97M-V/def2-TZVPD) results for a molecular structure, C23H24N3O5PdSi in a non-equilibrium geometry.

```
57
C23H24N3O5PdSi ωB97M-V/def2-TZVPD
Pd -0.70 1.26 0.92
O -3.91 3.20 2.65
C -3.14 2.44 2.14
N -1.75 2.60 2.02
C -1.10 3.71 2.57
O -1.58 4.61 3.19
C 0.37 3.69 2.30
C 1.18 4.69 2.80
C 2.54 4.62 2.58
C 3.05 3.53 1.88
C 2.17 2.58 1.42
N 0.85 2.66 1.62
C -3.60 1.16 1.55
C -4.95 0.88 1.46
C -5.35 -0.32 0.90
C -4.38 -1.21 0.47
C -3.05 -0.85 0.59
N -2.68 0.31 1.12
H 0.71 5.50 3.34
H 3.21 5.39 2.96
H 4.11 3.43 1.70
H 2.53 1.72 0.87
H -5.65 1.62 1.83
H -6.40 -0.57 0.81
H -4.64 -2.17 0.04
H -2.27 -1.52 0.27
O -0.53 -3.60 -0.40
C -1.04 -3.31 -1.63
C -1.59 -4.29 -2.45
C -2.12 -3.95 -3.68
C -2.14 -2.62 -4.10
C -1.62 -1.64 -3.28
C -1.05 -1.97 -2.05
C -0.44 -0.89 -1.24
O -0.97 0.21 -1.11
O 0.73 -1.21 -0.72
H -0.59 -4.55 -0.25
H -1.60 -5.32 -2.11
H -2.52 -4.73 -4.32
H -2.56 -2.36 -5.06
H -1.63 -0.60 -3.58
C 3.53 -2.36 0.47
Si 3.32 -0.78 -0.50
C 3.29 -1.00 -2.34
C 4.58 0.52 -0.03
C 1.52 -0.19 -0.07
H 4.48 -2.84 0.22
H 2.73 -3.06 0.24
H 3.52 -2.17 1.55
H 4.28 -1.27 -2.71
H 2.99 -0.08 -2.85
H 2.60 -1.80 -2.64
H 5.56 0.19 -0.39
H 4.68 0.65 1.05
H 4.37 1.49 -0.49
H 1.32 0.78 -0.53
H 1.31 -0.19 1.00
```

Summary:
Gap between HOMO and LUMO: 7.529 eV
LUMO energy: -4.2579 eV
Total charge: +1
Energy above the lowest of the compared OMol25 structures with the same formula, charge and spin: 85.3 kJ/mol